Record 1
Entry from OMol25: a structure of composition C19H11INS5Ta in a non-equilibrium geometry (ωB97M-V/def2-TZVPD).

Each line ends with the Mulliken charge.
Atoms and positions in Å:
Ta -0.0183 0.0225 1.1602  0.8519
I 0.4480 -0.4594 -2.4347  0.1949
C 1.3622 -2.2568 -1.8921  0.0956
C 1.7545 -3.1088 -2.8846  -0.6003
C 2.3687 -4.3343 -2.5593  -0.5430
C 2.5746 -4.6712 -1.2533  -0.9027
C 2.1758 -3.7988 -0.2144  0.9664
C 2.4008 -4.1626 1.1452  -0.6567
C 2.0202 -3.3470 2.1605  -1.3287
C 1.3906 -2.1191 1.8491  -0.5893
C 1.1488 -1.6987 0.5573  0.4145
C 1.5508 -2.5622 -0.5115  1.0468
H 1.5918 -2.8462 -3.9224  0.3956
H 2.6729 -5.0038 -3.3542  0.3826
H 3.0483 -5.6120 -0.9956  0.3570
H 2.8794 -5.1133 1.3534  0.3639
H 2.1879 -3.6258 3.1944  0.3823
H 1.0891 -1.5073 2.7063  0.2304
S -4.0719 4.4364 3.3522  -0.2109
C -3.0533 3.1702 3.1592  0.1136
S -3.5721 1.6030 2.6981  -0.0660
C -2.0073 0.8004 2.7456  0.2193
C -0.9656 1.5819 3.0817  0.1607
S 0.7370 1.1529 3.1728  -0.4358
S -1.3622 3.2634 3.4194  -0.0651
S -1.9463 -0.8701 2.2362  -0.3821
N -0.5103 1.4411 0.1992  -0.5686
C -0.9440 2.4390 -0.6480  0.1537
C -2.0239 2.2086 -1.5031  -0.0744
C -2.4469 3.2123 -2.3640  -0.5785
C -1.8054 4.4415 -2.3809  -0.4704
C -0.7324 4.6688 -1.5289  -0.5090
C -0.2963 3.6771 -0.6641  -0.3956
H -2.5249 1.2506 -1.4732  0.5077
H -3.2879 3.0307 -3.0219  0.3741
H -2.1425 5.2215 -3.0529  0.3816
H -0.2290 5.6287 -1.5360  0.3640
H 0.5390 3.8470 0.0045  0.4203

As for the gap between HOMO and LUMO: 0.2592 Eh. As for the energy above the lowest of the compared OMol25 structures with the same formula, charge and spin: 0.6200 eV. The HOMO energy comes out at -8.02 eV.

=====

Record 2
Entry from OMol25: a cluster of 2 separate species, C2H3ClSi in total in a non-equilibrium geometry (ωB97M-V/def2-TZVPD).

Each line ends with the Mulliken charge.
Atoms and positions in Å:
C -0.2837 -0.9801 0.7802  -0.5252
C 1.5243 -0.6194 -0.4926  -0.0949
Si -0.8488 0.5228 -0.0782  0.3715
Cl 2.4925 0.4450 0.2376  0.0375
H -1.1149 0.7729 -1.5678  -0.0397
H -1.3749 1.7182 0.8534  -0.0388
H -0.3945 -1.8594 0.2674  0.2896

As for the gap between HOMO and LUMO (alpha / beta): 0.2475 / 0.2434 Eh. As for the energy above the lowest of the compared OMol25 structures with the same formula, charge and spin: 8.2964 eV. The HOMO energy (alpha / beta) comes out at -8.23 / -8.08 eV.

=====

Record 3
Entry from OMol25: a cluster of 7 separate species, C55H61N7O18PS in total in a non-equilibrium geometry (ωB97M-V/def2-TZVPD).

Each line ends with the Mulliken charge.
Atoms and positions in Å:
C -4.0278 4.7273 -2.0433  -1.2957
C -3.2685 3.6916 -2.8829  0.4452
S -1.5426 4.1545 -3.1859  -0.2371
C -0.5033 2.8783 -2.4384  -1.7673
C -0.6041 2.7386 -0.9143  2.9074
C -1.8869 2.0288 -0.4720  -1.6916
O -2.1910 1.0346 -1.4266  -0.2184
C -2.7076 -0.1404 -0.8596  -0.4874
O -3.8834 0.1239 -0.1472  -0.3731
C -3.9917 -0.5544 1.1073  0.0851
C -3.6261 0.3379 2.2914  -0.3200
O -4.5390 0.1780 3.3574  -0.5345
C 0.5903 2.0733 -0.1927  -0.5111
C 0.4387 2.6033 1.1953  -0.0959
C 0.7699 1.9575 2.4639  -0.8602
C 2.1918 2.2000 2.9544  0.4531
C 3.3044 2.3791 2.1375  -0.3589
C 4.5472 2.5663 2.7277  -0.9475
C 4.7090 2.5802 4.1104  -0.6610
C 3.6058 2.3973 4.9468  0.5063
C 3.6950 2.3825 6.4434  -1.6901
C 2.3618 2.2151 4.3440  -0.2663
N -0.1373 3.7712 1.1008  0.9390
P -0.6499 4.8461 2.3496  0.4729
O -0.1708 4.4635 3.6617  -0.5469
O -2.2166 4.8172 2.1811  -0.4172
O -0.1666 6.2933 1.9314  -0.5044
C -0.4166 4.1446 -0.3159  -1.8347
H -4.2691 4.3527 -1.0503  0.2378
H -3.4504 5.6421 -1.9337  0.2953
H -4.9639 5.0069 -2.5153  0.3907
H -3.3754 2.6959 -2.4720  -0.2608
H -3.7458 3.6530 -3.8563  0.6310
H -0.6245 1.9320 -2.9525  0.6820
H 0.5128 3.2053 -2.6624  0.7034
H -1.7743 1.5475 0.5003  0.3590
H -2.7129 2.7393 -0.4123  0.0891
H -2.9442 -0.7906 -1.6979  0.3571
H -1.9352 -0.5810 -0.2198  0.3000
H -3.4074 -1.4708 1.0784  0.1105
H -5.0369 -0.8242 1.2290  0.3079
H -2.6050 0.1321 2.6234  0.1013
H -3.6122 1.3647 1.9217  0.2494
H -4.9260 1.0357 3.5322  0.3691
H 0.6739 0.9899 -0.2712  -0.6956
H 1.4934 2.4717 -0.6734  0.8554
H 0.6399 0.8812 2.3246  0.4246
H 0.0862 2.2658 3.2441  0.8117
H 3.2033 2.3426 1.0633  0.3642
H 5.4091 2.6909 2.0902  0.4863
H 5.6978 2.7336 4.5146  0.4762
H 3.5115 3.3608 6.8758  0.3497
H 4.6263 1.9713 6.8153  0.4100
H 2.9152 1.7176 6.8086  0.3802
H 1.5057 2.0685 4.9881  0.4434
H -2.5853 5.7002 2.0410  0.3331
H 0.1390 6.3719 1.0169  0.3917
H 0.5311 4.5112 -0.7058  0.3739
H -1.2436 4.8348 -0.4027  0.6690
C 3.1541 -4.8270 -1.6628  -0.4538
C 4.1704 -3.9452 -1.3184  -0.5279
C 3.8567 -2.7170 -0.7629  -0.6162
C 2.5279 -2.4008 -0.5526  0.3092
C 1.4983 -3.2628 -0.8921  -0.2595
C 1.8217 -4.4847 -1.4542  -0.7306
N 2.2179 -1.1149 0.0692  1.1636
O 3.1296 -0.3731 0.3566  -0.5972
O 1.0406 -0.8371 0.2813  -0.5365
H 3.3997 -5.7881 -2.0939  0.4041
H 5.2046 -4.2135 -1.4794  0.4256
H 4.6390 -2.0234 -0.4886  0.5306
H 0.4664 -2.9940 -0.7207  0.4375
H 1.0359 -5.1754 -1.7253  0.4026
C 10.0524 -0.1821 4.8435  -0.4718
C 10.3350 0.3909 3.6094  -0.4260
C 9.5810 0.0535 2.4978  -0.4537
C 8.5511 -0.8575 2.6465  0.1143
C 8.2583 -1.4434 3.8634  -0.2256
C 9.0175 -1.0992 4.9699  -0.5178
N 7.7242 -1.2050 1.4828  1.1233
O 7.9885 -0.6870 0.4175  -0.6251
O 6.8079 -1.9866 1.6574  -0.6150
H 10.6403 0.0892 5.7102  0.3985
H 11.1420 1.1039 3.5142  0.3971
H 9.7937 0.4953 1.5358  0.4565
H 7.4509 -2.1529 3.9579  0.4489
H 8.7989 -1.5438 5.9305  0.3997
C -0.8770 2.3852 -6.2340  0.1233
C -1.6743 1.7757 -7.1903  -0.4473
C -1.1276 1.3507 -8.3898  -0.5169
C 0.2239 1.5469 -8.6077  -0.0749
C 1.0358 2.1594 -7.6710  -0.4713
C 0.4757 2.5806 -6.4746  -0.3814
N 0.8193 1.0786 -9.8707  1.0196
O 0.0796 0.5607 -10.6811  -0.6056
O 2.0130 1.2359 -10.0207  -0.6052
H -1.3240 2.7007 -5.2984  0.0878
H -2.7263 1.6289 -6.9931  0.3802
H -1.7433 0.8735 -9.1375  0.4784
H 2.0876 2.3051 -7.8665  0.4679
H 1.0975 3.0604 -5.7299  0.4108
C 0.6258 -3.1304 4.0504  -0.9723
C 0.6597 -3.3840 5.4150  -0.4224
C 1.7379 -2.9550 6.1744  -0.5832
C 2.7627 -2.2696 5.5489  -0.2752
C 2.7523 -2.0150 4.1892  -0.4012
C 1.6736 -2.4541 3.4404  -0.1820
N 3.8910 -1.7655 6.3501  1.0967
O 3.8977 -1.9986 7.5385  -0.6265
O 4.7349 -1.1188 5.7603  -0.5573
H -0.2211 -3.4567 3.4597  0.5324
H -0.1572 -3.9107 5.8882  0.4511
H 1.7692 -3.1441 7.2374  0.4937
H 3.5654 -1.4797 3.7203  0.7072
H 1.6432 -2.2626 2.3787  0.6641
C -6.8715 -2.2069 -7.4190  -0.4505
C -7.5533 -1.2238 -6.7135  -0.5243
C -6.8597 -0.3518 -5.8909  -0.3411
C -5.4863 -0.4807 -5.7927  0.0198
C -4.7895 -1.4567 -6.4824  -0.1604
C -5.4926 -2.3251 -7.3007  -0.5758
N -4.7418 0.4555 -4.9402  1.1696
O -5.3714 1.2979 -4.3324  -0.6232
O -3.5313 0.3418 -4.8964  -0.5357
H -7.4164 -2.8824 -8.0646  0.3946
H -8.6264 -1.1343 -6.8069  0.3834
H -7.3836 0.4151 -5.3404  0.4566
H -3.7169 -1.5405 -6.3886  0.4660
H -4.9644 -3.0920 -7.8495  0.3863
C -6.9698 -5.5958 0.9879  -0.4195
C -6.9050 -5.8390 2.3533  -0.4558
C -5.8105 -5.4080 3.0848  -0.4353
C -4.7962 -4.7343 2.4303  -0.0054
C -4.8395 -4.4875 1.0700  -0.0340
C -5.9368 -4.9242 0.3469  -0.6454
N -3.6443 -4.2574 3.2082  1.0041
O -3.6200 -4.5015 4.3927  -0.6132
O -2.7756 -3.6358 2.6184  -0.5008
H -7.8285 -5.9302 0.4214  0.3922
H -7.7092 -6.3630 2.8501  0.3831
H -5.7541 -5.5940 4.1468  0.4717
H -4.0337 -3.9638 0.5781  0.4740
H -5.9879 -4.7388 -0.7170  0.3870

As for the charge: +1. As for the gap between HOMO and LUMO: 0.2789 Eh. The HOMO energy comes out at -11.13 eV.

=====

Record 4
Entry from OMol25: a cluster of 2 separate species, C7H11N2S2 in total in a non-equilibrium geometry (ωB97M-V/def2-TZVPD).

Each line ends with the Mulliken charge.
Atoms and positions in Å:
C 2.7797 -2.2768 0.0602  -0.4465
C 2.9754 -1.6449 1.3128  -0.2544
C 1.3477 -0.4934 -0.1520  -0.1658
C -1.8584 -0.4991 1.2124  -0.8227
C -1.4465 -1.8852 0.6937  -0.1783
C -0.6844 -0.0251 -0.7683  0.6382
C -0.5236 0.9982 -1.9325  -1.2710
N 1.8963 -1.5962 -0.6806  0.0397
N -1.2839 0.4783 0.3838  -0.2719
S 1.9486 -0.2085 1.4506  0.0177
S -1.2883 -1.5859 -1.0179  -0.0793
H 3.1276 -3.2749 -0.0775  0.3909
H 3.4445 -1.9874 2.1695  0.4532
H -2.8918 -0.2564 1.1097  0.3194
H -1.5291 -0.2032 2.2086  0.3687
H -0.4089 -2.0975 1.0909  0.1289
H -2.1500 -2.7753 0.8066  0.4228
H 0.0899 1.7854 -1.6366  0.3822
H -1.5607 1.4623 -1.8462  0.3886
H -0.2616 0.3561 -2.7892  0.3705
H -1.1408 1.4674 0.6039  0.2722
H 1.3858 -1.8969 -1.4855  0.2966

As for the charge: +1. As for the gap between HOMO and LUMO: 0.3389 Eh. As for the energy above the lowest of the compared OMol25 structures with the same formula, charge and spin: 2.2191 eV. The HOMO energy comes out at -12.92 eV.